Here is a molecular structure, C16H52F2NO24P4S2Sr from OMol25. Energies are from ωB97M-V/def2-TZVPD.

Calculated values
E_HOMO   -10.8 eV
Net charge   +1
E   -133166.51175 eV
Max |F|   7.32 eV/A

Each line ends with the Löwdin charge.
Positions of all 102 atoms, in Å:
Sr1 16.29735 -24.82583 17.76921  1.609
N1 15.75998 -22.44848 18.02718  -0.423
S1 14.45751 -21.65362 17.95318  0.426
O1 14.23336 -21.02203 16.68636  -0.233
O2 13.93678 -21.08274 19.16636  -0.237
F1 13.55937 -23.00805 17.85984  -0.232
S2 16.71040 -21.13488 18.51411  0.571
O3 16.89966 -20.93434 19.91880  -0.236
O4 16.78769 -20.04979 17.56308  -0.234
F2 18.07126 -21.95714 18.24163  -0.218
C1 17.69603 -17.13648 16.29292  -0.166
O5 17.88530 -16.27908 17.41315  -0.129
H1 18.59805 -17.71989 16.08681  0.066
H2 16.87321 -17.81170 16.53244  0.051
H3 17.43973 -16.55222 15.41278  0.076
H4 18.30464 -16.80323 18.12025  0.019
C2 14.23673 -24.86163 20.77740  -0.112
O6 14.67066 -25.69260 19.69837  -0.207
H5 14.31658 -23.84277 20.40012  0.073
H6 13.19888 -25.05108 21.05848  0.078
H7 14.82879 -24.98063 21.68517  0.076
H8 14.50534 -26.61658 19.91542  0.105
C3 12.61970 -18.13169 15.92794  -0.143
O7 11.97706 -18.07209 14.64533  -0.126
H9 12.29928 -18.93057 16.58907  0.049
H10 13.69746 -18.12052 15.76923  0.075
H11 12.35562 -17.19171 16.42564  0.079
H12 12.61996 -17.72892 14.02405  0.065
C4 19.84206 -18.60930 19.32382  -0.122
O8 19.11283 -17.40304 19.58305  -0.120
H13 19.87027 -18.79089 18.25126  0.081
H14 20.88432 -18.46046 19.62469  0.085
H15 19.40963 -19.43490 19.89120  0.067
H16 19.10534 -17.32163 20.54120  0.098
C5 16.51392 -23.05276 22.60482  -0.068
O9 17.79299 -23.70523 22.47563  -0.173
P1 18.44469 -23.95622 21.05745  0.411
O10 17.54459 -24.31574 19.92738  -0.350
O11 19.29344 -22.65318 20.85836  -0.190
C6 20.45920 -22.59104 20.02720  -0.049
O12 19.52884 -25.09664 21.37293  -0.183
C7 19.16218 -26.44880 21.18203  -0.106
H17 16.73152 -22.20370 23.24745  0.107
H18 15.78681 -23.72147 23.06877  0.081
H19 16.04894 -22.77970 21.65720  0.065
H20 20.44372 -21.66468 19.45324  0.085
H21 20.43361 -23.40948 19.31770  0.060
H22 21.33963 -22.54408 20.66461  0.106
H23 18.10651 -26.65504 21.37876  0.086
H24 19.73516 -27.12602 21.81008  0.098
H25 19.29996 -26.79670 20.15370  0.080
C8 12.67026 -26.42594 13.93771  -0.077
O13 12.17615 -26.62268 15.26075  -0.191
P2 12.60714 -25.63070 16.39973  0.405
O14 14.06301 -25.45794 16.62085  -0.353
O15 11.88572 -24.26676 16.01924  -0.216
C9 10.47702 -24.18204 15.83237  -0.072
O16 11.74325 -26.24252 17.60706  -0.189
C10 11.37605 -25.43641 18.71933  -0.102
H26 11.96842 -26.82913 13.21082  0.098
H27 13.61804 -26.95016 13.81447  0.092
H28 12.80448 -25.37480 13.67308  0.096
H29 10.29457 -23.84199 14.81052  0.101
H30 10.03044 -23.48031 16.53150  0.092
H31 9.98034 -25.15468 15.86089  0.098
H32 11.95077 -24.51228 18.79662  0.074
H33 11.44981 -26.03053 19.62996  0.090
H34 10.32678 -25.14064 18.63530  0.097
C11 10.69517 -20.78396 18.75792  -0.082
O17 11.15850 -20.96966 20.08979  -0.224
P3 10.24664 -21.69102 21.19394  0.404
O18 8.85259 -21.24060 21.25683  -0.210
O19 10.43895 -23.25078 20.82679  -0.240
C12 10.09156 -24.21796 21.79707  -0.121
O20 11.09811 -21.50266 22.53518  -0.204
C13 12.48157 -21.85696 22.60164  -0.087
H35 11.07832 -21.58190 18.11855  0.076
H36 11.05869 -19.80694 18.44521  0.087
H37 9.60414 -20.75614 18.70756  0.093
H38 9.29239 -23.87337 22.45640  0.097
H39 10.90798 -24.60115 22.41580  0.085
H40 9.68752 -25.10474 21.30250  0.084
H41 13.07894 -20.94302 22.58531  0.099
H42 12.77971 -22.48574 21.76148  0.065
H43 12.59373 -22.30920 23.58817  0.095
C14 21.62603 -25.44063 17.73040  -0.068
O21 21.29215 -24.18261 17.11700  -0.210
P4 19.91048 -24.07347 16.32853  0.393
O22 18.68882 -24.35965 17.11043  -0.364
O23 20.03979 -22.56728 15.85154  -0.195
C15 18.93785 -21.87039 15.26785  -0.066
O24 20.10356 -24.95091 15.02566  -0.194
C16 21.04374 -24.54839 14.03012  -0.079
H44 20.73620 -26.01231 18.00260  0.079
H45 22.28249 -25.24630 18.57031  0.099
H46 22.12866 -26.08053 17.00175  0.096
H47 18.89428 -20.85898 15.65465  0.093
H48 18.00718 -22.44028 15.33030  0.088
H49 19.05981 -21.81976 14.17941  0.096
H50 20.52458 -23.96626 13.26797  0.094
H51 21.39833 -25.45317 13.53592  0.098
H52 21.93744 -24.00645 14.33674  0.101

Force components x, y, z for each atom (eV/Å):
Sr -0.1 -0.1 0.5
N 3.1 2.4 1.6
S -7.1 -0.3 -1.8
O 0.2 -0.1 1.0
O 1.3 0.1 -0.7
F 0.0 0.1 0.0
S 5.2 -0.6 -0.1
O -1.5 0.2 -0.6
O -0.9 -1.4 1.4
F -0.2 0.2 -0.6
C -0.2 0.0 0.8
O 0.3 -0.1 -0.4
H 0.0 -0.1 -0.2
H 0.0 -0.2 -0.4
H 0.0 0.2 0.0
H -0.3 0.5 -0.2
C -0.2 0.3 0.1
O 0.2 -0.3 0.0
H 0.0 0.0 0.2
H -0.1 0.0 -0.3
H 0.3 -0.1 -0.3
H -0.1 0.1 0.0
C 0.1 1.7 -0.4
O -0.2 -0.8 0.3
H -0.1 -0.4 -0.6
H 0.1 -0.4 0.4
H 0.2 -0.1 0.3
H 0.0 0.0 -0.1
C 0.4 0.6 0.3
O 0.3 -0.7 0.1
H -0.4 -0.1 0.0
H 0.0 -0.2 0.1
H 0.0 -0.2 -0.3
H -0.2 0.4 -0.1
C -0.2 0.1 0.3
O -0.4 -0.6 -1.1
P 0.8 0.1 0.4
O -0.1 -0.2 0.4
O -0.2 -0.3 0.3
C -0.1 0.4 -0.3
O -0.4 0.7 -0.3
C -0.7 -1.3 -0.4
H -0.5 0.2 -0.2
H 0.4 -0.1 0.4
H 0.5 0.4 -0.1
H -0.3 0.0 0.1
H 0.4 -0.2 0.0
H 0.0 -0.5 0.0
H 0.0 0.3 0.3
H 0.2 0.4 0.2
H 0.3 0.4 -0.1
C 0.5 0.0 -0.9
O 0.1 -0.3 0.3
P -1.8 0.4 0.5
O 0.1 -0.1 -0.1
O 1.1 -0.2 0.5
C -0.7 -0.3 -1.0
O 1.1 -0.1 -1.2
C -0.6 0.6 0.5
H -0.2 -0.2 0.3
H 0.0 0.1 0.1
H 0.0 0.1 0.3
H 0.1 0.3 0.1
H 0.2 -0.1 0.1
H 0.2 0.0 0.5
H 0.2 -0.2 0.0
H 0.3 0.0 -0.1
H 0.1 -0.1 -0.2
C -0.3 0.3 -0.2
O -0.4 -0.8 1.2
P 0.3 0.8 -0.3
O 0.7 -0.4 0.2
O 0.6 0.2 -0.1
C -1.0 -1.0 0.4
O -0.8 0.0 -0.9
C 0.0 0.5 0.4
H 0.1 0.1 0.0
H 0.1 -0.2 -0.2
H 0.0 -0.1 0.1
H 0.1 0.2 0.0
H 0.4 0.6 -0.1
H 0.0 0.2 -0.3
H -0.1 0.0 -0.1
H 0.0 -0.2 0.2
H 0.3 -0.3 -0.3
C 0.0 -0.6 -0.6
O -0.9 0.0 0.0
P 1.4 1.6 -0.4
O -0.1 -1.0 -0.6
O 0.1 -0.7 0.5
C -0.5 -0.3 -1.3
O -0.6 -0.1 1.0
C 0.4 -0.3 -1.5
H -0.1 0.3 0.4
H -0.1 0.0 0.1
H 0.3 0.2 0.0
H -0.2 -0.2 0.3
H -0.1 0.3 0.8
H 0.5 0.2 0.1
H 0.0 0.1 0.2
H -0.2 -0.1 0.2
H -0.3 0.1 0.7